# 1
The following is a DFT calculation (ωB97M-V/def2-TZVPD) of C25H15Cl5FeO6PS as an isolated structure.

```
54
Properties=species:S:1:pos:R:3
Fe -0.7811 -0.6190 -0.0044
Cl 5.6412 2.4366 -1.6770
C 4.3280 1.4679 -1.1297
C 3.5524 1.8795 -0.0490
Cl 3.9243 3.3513 0.7637
C 2.4745 1.1096 0.3669
Cl 1.5457 1.5555 1.7423
C 2.0898 -0.0484 -0.3125
O 1.0441 -0.7577 0.0299
C 2.9093 -0.4678 -1.3746
Cl 2.4500 -1.8930 -2.2190
C 4.0128 0.2735 -1.7732
Cl 4.9554 -0.2486 -3.1155
O -3.0855 -2.3888 -2.5132
S -2.3910 -1.3152 -1.8932
O -0.8951 -1.3414 -1.9273
O -2.6745 -1.0824 -0.4370
C -2.8708 0.1845 -2.6944
C -3.7807 0.1316 -3.7369
C -4.1574 1.3090 -4.3664
C -3.6210 2.5210 -3.9555
C -2.7098 2.5623 -2.9102
C -2.3303 1.3928 -2.2626
P -1.1323 1.4888 -0.8891
C 0.2519 2.3361 -1.6829
C 0.9341 1.6067 -2.6567
C 1.9878 2.1867 -3.3421
C 2.3743 3.4892 -3.0542
C 1.6860 4.2226 -2.0989
C 0.6169 3.6538 -1.4205
C -1.9753 2.5437 0.3167
C -3.3608 2.4085 0.4232
C -4.0563 3.0928 1.4065
C -3.3783 3.9186 2.2906
C -2.0007 4.0459 2.1993
C -1.2970 3.3533 1.2263
H -4.1770 -0.8266 -4.0427
H -4.8675 1.2778 -5.1818
H -3.9099 3.4384 -4.4509
H -2.2922 3.5111 -2.5946
H 0.6488 0.5796 -2.8658
H 2.5217 1.6113 -4.0882
H 3.2168 3.9292 -3.5718
H 1.9815 5.2395 -1.8767
H 0.0755 4.2433 -0.6942
H -3.8998 1.7582 -0.2531
H -5.1294 2.9769 1.4819
H -3.9230 4.4566 3.0555
H -1.4648 4.6795 2.8937
H -0.2224 3.4379 1.1911
O -1.1821 -0.1493 1.7651
C -1.1269 -1.3724 2.1750
O -0.8377 -2.2511 1.3522
H -1.3343 -1.5925 3.2258
```

Values from the calculation:
- HOMO energy (alpha / beta) (eV) = -8.355 / -8.335
- multiplicity = 2
- HOMO-LUMO gap (alpha / beta) (eV) = 7.56 / 7.78
- expectation value of S² = 0.78
- relative energy (zero: lowest compared OMol25 entry of this formula, charge and spin) (kcal per mole) = 0.0
- total charge = 0

Here are the Löwdin charges for atoms 1 to 4, given in e: 0.57 0.68 -0.73 -0.70

# 2
The following is a DFT calculation (ωB97M-V/def2-TZVPD) of C25H15CrN4O11Te as an isolated structure.

```
57
Properties=species:S:1:pos:R:3
Cr -0.7466 -0.5461 0.6043
O -3.6188 -1.0139 3.3370
C -2.6153 -0.8351 2.6927
O -2.5349 -0.6096 1.4074
C -1.2469 -0.8299 3.3701
C -0.9342 -1.1024 4.6916
C 0.4106 -1.1092 5.0516
C 1.4148 -0.8667 4.1158
C 1.0258 -0.6060 2.8143
N -0.2651 -0.5741 2.5225
C 1.8984 -0.4040 1.5835
O 3.1002 -0.3545 1.6666
O 1.1953 -0.2912 0.4816
H -1.7278 -1.3138 5.3933
H 0.6840 -1.3309 6.0746
H 2.4653 -0.8901 4.3656
Te -1.3141 2.1873 0.6432
C -1.8653 2.7249 -1.3085
C -0.9547 2.7809 -2.3557
C -1.3903 3.1445 -3.6200
C -2.7288 3.4374 -3.8418
C -3.6364 3.3736 -2.7962
C -3.2064 3.0236 -1.5236
C 0.5320 3.1717 0.7859
C 1.6656 2.6683 0.1487
C 2.8694 3.3499 0.2528
C 2.9443 4.5192 0.9950
C 1.8227 5.0092 1.6446
C 0.6131 4.3367 1.5443
H 0.0884 2.5417 -2.1952
H -0.6816 3.1917 -4.4363
H -3.0633 3.7194 -4.8312
H -4.6806 3.6011 -2.9641
H -3.9172 2.9825 -0.7077
H 1.6206 1.7345 -0.3926
H 3.7503 2.9576 -0.2365
H 3.8861 5.0466 1.0742
H 1.8872 5.9158 2.2313
H -0.2628 4.7217 2.0514
O 1.7609 -6.1972 -3.8698
N 1.5310 -5.0107 -3.9597
O 1.7557 -4.3227 -4.9346
C 0.9626 -4.3417 -2.7871
C 0.7292 -5.0742 -1.6324
C 0.2336 -4.4447 -0.5163
C -0.0971 -3.0607 -0.4809
O -0.5061 -2.4672 0.5718
C 0.0973 -2.4178 -1.7437
C 0.6578 -2.9982 -2.8631
N -0.3539 -1.0476 -1.8787
O -1.4665 -0.8059 -1.3375
O 0.2680 -0.2418 -2.5016
N 0.0728 -5.2721 0.6905
O 0.2804 -4.7486 1.7615
O -0.1821 -6.4458 0.5152
H 0.9467 -6.1319 -1.6007
H 0.8267 -2.4335 -3.7678
```

Values from the calculation:
- HOMO energy (alpha / beta) (eV) = -9.385 / -9.353
- multiplicity = 4
- HOMO-LUMO gap (alpha / beta) (eV) = 7.37 / 7.29
- expectation value of S² = 3.78
- relative energy (zero: lowest compared OMol25 entry of this formula, charge and spin) (kcal per mole) = 0.0
- total charge = 0

Here are the Löwdin charges for atoms 1 to 4, given in e: 0.76 0.11 -0.55 -0.18

# 3
The following is a DFT calculation (ωB97M-V/def2-TZVPD) of C25H15F5NS5Tc as an isolated structure.

```
52
Properties=species:S:1:pos:R:3
Tc 1.0724 -0.5458 -1.9619
S 3.0176 -1.5002 -1.2132
C 3.7795 0.0163 -0.6314
C 4.6481 -0.0232 0.4531
C 5.1464 1.1498 0.9975
C 4.8030 2.3848 0.4637
C 3.9827 2.4469 -0.6525
C 3.4792 1.2687 -1.1775
S 2.5128 1.2263 -2.6741
C 1.1996 2.4960 -2.5560
C -0.0626 1.9678 -3.1957
C -0.8835 2.7691 -3.9635
C -2.0765 2.2409 -4.4419
C -2.4219 0.9357 -4.1428
C -1.5403 0.1650 -3.3979
C -1.8383 -1.2815 -3.0865
S -0.8283 -2.0531 -1.7679
C -1.6760 -1.4601 -0.3216
C -2.8112 -2.1412 0.1076
C -3.5096 -1.6796 1.2092
C -3.0690 -0.5356 1.8674
C -1.9222 0.1204 1.4576
C -1.1935 -0.3513 0.3637
S 0.3561 0.4065 -0.0036
N -0.3867 0.6788 -2.9652
H 4.9043 -0.9794 0.8892
H 5.8054 1.0986 1.8532
H 5.1814 3.2955 0.9057
H 3.7428 3.4006 -1.1049
H 1.5144 3.4143 -3.0471
H 1.0311 2.6806 -1.4928
H -0.6019 3.7910 -4.1728
H -2.7348 2.8522 -5.0440
H -3.3539 0.5112 -4.4881
H -1.6788 -1.8928 -3.9778
H -2.8813 -1.3962 -2.7932
H -3.1377 -3.0282 -0.4200
H -4.3867 -2.2084 1.5550
H -3.6184 -0.1602 2.7213
H -1.5786 1.0028 1.9829
F -2.6590 -1.7305 5.8575
C -1.6896 -1.7479 4.9595
C -1.6449 -2.7623 4.0111
F -2.5876 -3.6998 4.0072
C -0.6374 -2.7657 3.0716
F -0.6449 -3.7303 2.1616
C 0.3683 -1.7794 3.0471
S 1.6065 -1.8163 1.8828
C 0.2759 -0.7643 4.0175
F 1.1608 0.2230 4.0294
C -0.7303 -0.7414 4.9601
F -0.8029 0.2318 5.8613
```

Values from the calculation:
- HOMO energy (alpha / beta) (eV) = -10.287 / -10.807
- multiplicity = 4
- HOMO-LUMO gap (alpha / beta) (eV) = 6.53 / 6.27
- expectation value of S² = 3.79
- total charge = +1

Here are the Löwdin charges for atoms 1 to 4, given in e: 0.56 0.54 -0.66 -0.10

# 4
The following is a DFT calculation (ωB97M-V/def2-TZVPD) of C25H17BrN2S5Tc as an isolated structure.

```
51
Properties=species:S:1:pos:R:3
Tc -0.2816 -0.5602 -0.4044
Br 0.5973 -2.9987 -0.3398
C 2.4283 -2.3788 -0.4262
C 3.4112 -3.1835 -0.9277
C 4.7327 -2.7123 -0.9139
C 5.0288 -1.5079 -0.3348
C 4.0174 -0.6867 0.2061
C 4.3071 0.5267 0.8625
C 3.2947 1.2799 1.3925
C 1.9582 0.9134 1.1915
C 1.5960 -0.2254 0.4964
C 2.6564 -1.0927 0.1000
H 3.1689 -4.1574 -1.3181
H 5.5194 -3.3135 -1.3412
H 6.0546 -1.1704 -0.2733
H 5.3372 0.8328 0.9609
H 3.5212 2.1896 1.9294
H 1.1865 1.5564 1.5880
C -0.9606 2.5642 0.0554
N -0.5505 1.4604 -0.8016
C -0.1908 1.7997 -2.0133
C 0.3354 0.8161 -2.8584
C 0.8166 0.7768 -4.1757
C 1.2308 -0.5299 -4.3963
C 0.9931 -1.2381 -3.2198
N 0.4602 -0.4345 -2.2931
C -1.9177 2.2448 1.1721
C -1.6591 2.6767 2.4671
C -2.5994 2.5056 3.4684
C -3.7997 1.8756 3.1876
C -4.0660 1.4412 1.8992
C -3.1335 1.6311 0.8971
H -1.4306 3.3412 -0.5666
H -0.0462 2.9955 0.4831
H -0.2829 2.8256 -2.3589
H 0.8650 1.5997 -4.8621
H 1.6575 -0.9359 -5.2919
H 1.1876 -2.2816 -3.0475
H -0.7262 3.1683 2.6961
H -2.4086 2.8846 4.4621
H -4.5393 1.7445 3.9641
H -5.0174 0.9805 1.6737
H -3.3444 1.3085 -0.1124
S -6.1400 -4.2233 1.9008
C -4.9320 -3.2378 1.4132
S -4.7139 -2.7888 -0.2547
C -3.2438 -1.8616 -0.0268
C -2.7845 -1.7524 1.2613
S -1.3714 -0.9057 1.7391
S -3.7363 -2.5617 2.4890
S -2.4859 -1.2007 -1.3981
```

Values from the calculation:
- HOMO energy (alpha / beta) (eV) = -7.245 / -7.504
- multiplicity = 4
- HOMO-LUMO gap (alpha / beta) (eV) = 7.24 / 5.67
- expectation value of S² = 3.79
- relative energy (zero: lowest compared OMol25 entry of this formula, charge and spin) (kcal per mole) = 11.9
- total charge = 0

Here are the Löwdin charges for atoms 1 to 4, given in e: 0.92 0.89 -0.53 -0.11

# 5
The following is a DFT calculation (ωB97M-V/def2-TZVPD) of C25H17BrN4NiOS as an isolated structure.

```
50
Properties=species:S:1:pos:R:3
Ni 0.6723 -2.3360 -1.8726
C -1.6782 -2.2662 0.5463
C -0.2680 -2.1908 1.0437
C -0.0513 -1.9400 2.4194
C 1.2151 -1.8435 2.9001
C 2.3112 -2.0371 2.0309
C 3.6472 -1.9822 2.4848
C 4.6645 -2.2171 1.6048
C 4.3887 -2.5188 0.2599
C 3.1014 -2.5743 -0.2271
S 2.7982 -2.9830 -1.9059
C 2.0309 -2.3102 0.6770
N 0.7374 -2.3491 0.2068
H -2.3259 -2.6579 1.3295
H -1.7607 -2.8837 -0.3441
H -2.0398 -1.2674 0.2861
H -0.9093 -1.8248 3.0681
H 1.3999 -1.6376 3.9472
H 3.8405 -1.7574 3.5258
H 5.6934 -2.1807 1.9382
H 5.2052 -2.7185 -0.4219
Br 0.4788 1.9122 3.8085
C -0.5426 2.4295 2.3002
C -1.5357 1.5836 1.8273
C -2.2661 1.9469 0.7109
C -2.0092 3.1572 0.0703
C -1.0588 4.0212 0.5970
C -0.3035 3.6526 1.6995
N -2.8054 3.6421 -1.0248
N -3.1179 2.9273 -1.9929
C -2.5254 1.6533 -2.2096
C -3.3813 0.6345 -2.5679
C -2.9721 -0.7014 -2.6774
C -1.6445 -1.0456 -2.4655
O -1.1768 -2.2592 -2.4907
C -0.7258 0.0426 -2.2251
N 0.5785 -0.3243 -2.1357
C 1.5157 0.5821 -2.0033
C 1.2057 1.9531 -1.9705
C -0.1037 2.3441 -2.0250
C -1.1333 1.3792 -2.1208
H -1.7331 0.6464 2.3279
H -3.0431 1.2916 0.3405
H -0.9057 4.9830 0.1239
H 0.4528 4.3158 2.0954
H -4.4240 0.8931 -2.7094
H -3.6813 -1.4813 -2.9193
H 2.5345 0.2188 -1.9372
H 2.0024 2.6804 -1.9072
H -0.3517 3.3978 -2.0161
```

Values from the calculation:
- HOMO energy (alpha / beta) (eV) = -7.667 / -7.712
- multiplicity = 3
- HOMO-LUMO gap (alpha / beta) (eV) = 7.24 / 7.08
- expectation value of S² = 2.01
- total charge = 0

Here are the Löwdin charges for atoms 1 to 4, given in e: 0.51 -0.01 -0.28 -0.03

# 6
The following is a DFT calculation (ωB97M-V/def2-TZVPD) of C25H17F9MnNO6S as an isolated structure.

```
60
Properties=species:S:1:pos:R:3
Mn 0.3694 0.1407 1.7006
O 7.3541 0.0044 1.6890
C 6.7117 -0.7276 0.9352
O 6.9574 -1.5332 0.0321
C 5.1396 -0.5673 1.1474
C 4.3556 -1.7038 1.3214
C 2.9971 -1.5633 1.5147
N 2.4097 -0.3604 1.4927
C 3.1707 0.7436 1.3278
C 4.5345 0.6866 1.1688
C 2.3816 2.0294 1.3655
O 2.8607 3.1153 1.2285
O 1.0935 1.7813 1.5631
H 4.8101 -2.6840 1.2972
H 2.3565 -2.4228 1.6684
H 5.1000 1.6042 1.0818
O -1.2722 0.7622 0.7075
S -2.2957 0.9546 -0.3863
C -1.3921 1.8316 -1.7382
C -2.0354 3.1590 -2.0050
C -3.2399 3.2115 -2.7032
C -3.8620 4.4253 -2.9412
C -3.2823 5.6006 -2.4825
C -2.0819 5.5550 -1.7905
C -1.4606 4.3387 -1.5475
C -2.5628 -0.7077 -1.1486
C -1.5291 -1.1754 -2.1311
C -0.2178 -1.4457 -1.7442
C 0.7100 -1.8961 -2.6693
C 0.3446 -2.0773 -3.9953
C -0.9527 -1.7959 -4.3940
C -1.8828 -1.3493 -3.4665
H -1.3806 1.1973 -2.6224
H -0.3804 1.9305 -1.3466
H -3.6871 2.2916 -3.0669
H -4.7969 4.4570 -3.4851
H -3.7686 6.5494 -2.6658
H -1.6253 6.4703 -1.4377
H -0.5230 4.3089 -1.0045
H -3.5421 -0.6353 -1.6247
H -2.6414 -1.3682 -0.2831
H 0.0755 -1.3343 -0.7142
H 1.7220 -2.1115 -2.3498
H 1.0701 -2.4445 -4.7086
H -1.2429 -1.9180 -5.4291
H -2.8993 -1.1396 -3.7803
F 1.3054 -2.3487 4.3389
C 0.1267 -1.7324 4.2847
F -0.4441 -1.8130 5.4745
F 0.3965 -0.3999 4.0601
C -0.7513 -2.2437 3.0862
O -0.4230 -1.5739 1.9641
C -0.5112 -3.7668 2.8633
F 0.7013 -3.9629 2.3299
F -1.4144 -4.2583 2.0085
F -0.5879 -4.4592 4.0033
C -2.2494 -1.9856 3.4328
F -2.6931 -2.7436 4.4343
F -3.0259 -2.2082 2.3660
F -2.3990 -0.6918 3.7741
```

Values from the calculation:
- HOMO energy (alpha / beta) (eV) = -7.837 / -7.826
- multiplicity = 5
- HOMO-LUMO gap (alpha / beta) (eV) = 4.72 / 5.98
- expectation value of S² = 6.07
- relative energy (zero: lowest compared OMol25 entry of this formula, charge and spin) (kcal per mole) = 13.5
- total charge = 0

Here are the Löwdin charges for atoms 1 to 4, given in e: 1.14 0.00 -0.71 -0.01

Calculated largest force on an atom, 0.51; 1.24; 0.70; 1.00; 0.41; 1.36 eV/A (same order as the records).
Calculated E_tot, -155578.410; -90360.214; -97614.819; -155598.874; -156130.832; -106590.071 eV (same order as the records).